# 1
C5H12O2 | wB97M-V/def2-TZVPD

Calculated values
* SMILES: CCC=O.CCO
* max |F|: 4.42 eV/A
* orbital gap: 10.44 eV
* spin multiplicity: 1
* energy above the lowest of the compared OMol25 structures with the same formula, charge and spin: 64.8 kcal/mol
* total charge: 0

Positions of all 19 atoms, in Å:
C1 -1.927 1.752 -1.610
C2 -1.136 1.151 -0.472
C3 0.062 0.421 -1.003
O1 1.184 0.833 -0.937
H1 -1.293 2.440 -2.164
H2 -2.240 0.940 -2.263
H3 -2.787 2.323 -1.239
H4 -0.828 1.976 0.155
H5 -1.787 0.476 0.074
H6 -0.184 -0.489 -1.603
C4 1.827 -1.753 0.731
C5 0.625 -0.893 1.160
O2 0.283 -1.018 2.508
H7 2.754 -1.295 1.069
H8 1.825 -2.776 1.124
H9 1.897 -1.833 -0.353
H10 0.983 0.371 1.083
H11 -0.325 -1.415 0.720
H12 1.066 -1.212 3.021

---

# 2
C5H12O2 | wB97M-V/def2-TZVPD

Calculated values
* max |F|: 1.61 eV/A
* orbital gap (alpha / beta): 8.59 / 4.67 eV
* spin multiplicity: 2
* energy above the lowest of the compared OMol25 structures with the same formula, charge and spin: 32.1 kcal/mol
* expectation value of S²: 0.757
* total charge: +1

Positions of all 19 atoms, in Å:
C1 0.069 -0.472 -1.738
O1 0.758 0.716 -1.404
C2 0.161 -1.584 -0.736
C3 -0.331 -1.171 0.800
C4 -1.608 -1.771 0.756
C5 -1.939 -2.802 1.630
H1 -0.965 -0.232 -1.970
H2 0.606 -0.780 -2.633
H3 0.663 1.004 -0.494
H4 1.188 -1.897 -0.553
H5 -0.357 -2.486 -1.053
H6 0.398 -1.541 1.515
H7 -0.271 -0.083 0.790
H8 -2.397 -1.337 0.151
H9 -2.851 -3.374 1.702
H10 -1.346 -3.163 2.459
H11 1.443 5.285 1.346
H12 1.987 5.573 -0.111
O2 2.219 5.445 0.809

---

# 3
C5H12O2SSi | wB97M-V/def2-TZVPD

Calculated values
* SMILES: CC(=O)SO[Si](C)(C)C
* max |F|: 6.37 eV/A
* orbital gap: 7.80 eV
* spin multiplicity: 1
* energy above the lowest of the compared OMol25 structures with the same formula, charge and spin: 98.4 kcal/mol
* total charge: 0

Positions of all 21 atoms, in Å:
C1 1.696 0.486 -3.457
C2 0.979 0.187 -2.147
O1 1.543 -0.322 -1.194
S1 -0.626 0.847 -2.311
O2 -1.311 0.446 -0.369
Si1 -0.657 -0.192 0.947
C3 -2.341 -0.006 1.808
C4 0.055 -1.994 1.293
C5 0.428 1.097 1.719
H1 0.948 0.605 -4.370
H2 2.047 1.604 -3.533
H3 2.550 -0.207 -3.621
H4 -2.772 -0.947 2.444
H5 -2.092 0.718 2.522
H6 -3.094 0.396 1.104
H7 0.638 -2.210 2.174
H8 -0.789 -2.687 1.068
H9 0.840 -1.927 0.480
H10 1.170 1.442 0.932
H11 -0.268 1.978 1.983
H12 1.055 0.684 2.530

---

# 4
C5H12O2SSi | wB97M-V/def2-TZVPD

Calculated values
* max |F|: 3.21 eV/A
* orbital gap: 8.56 eV
* spin multiplicity: 1
* energy above the lowest of the compared OMol25 structures with the same formula, charge and spin: 137.9 kcal/mol
* total charge: 0

Positions of all 21 atoms, in Å:
C1 -2.927 -0.997 0.282
C2 0.583 1.423 2.064
C3 0.531 -2.891 -0.422
C4 0.593 2.198 -1.522
C5 0.150 0.377 1.329
O1 0.383 -1.577 -0.949
O2 0.624 0.773 -1.595
Si1 0.948 -0.198 -0.351
S1 -2.345 0.531 -0.126
H1 -2.090 -1.730 0.193
H2 -3.552 1.161 0.136
H3 0.032 1.493 3.056
H4 1.520 2.020 1.818
H5 1.495 -2.900 0.058
H6 0.530 -3.615 -1.211
H7 -0.158 -3.109 0.297
H8 1.316 2.470 -0.774
H9 -0.350 2.627 -1.202
H10 0.909 2.744 -2.534
H11 -0.518 -0.328 1.855
H12 2.328 -0.472 -0.402